No. 1
Molecular formula: C45H69Cl2N9O3S
Method: DFT, ωB97M-V/def2-TZVPD

Geometry as XYZ:
```
129
Properties=species:S:1:pos:R:3:forces:R:3
C 3.89333 -2.01500 5.32990 0.3 -0.1 -0.5
C 3.36407 -2.22151 3.90233 0.6 0.1 0.1
C 2.81577 -0.92227 3.30319 0.3 -0.1 0.7
N 1.35313 -0.85281 3.32511 0.2 0.1 -1.1
C 0.60038 -1.71985 4.37820 -1.0 -0.7 2.2
O 0.31513 -2.85070 4.02471 0.4 0.5 -0.6
O 0.45550 -1.08957 5.43302 0.4 -0.1 -0.9
C 0.66066 -0.09069 2.56778 -0.4 0.2 0.0
N 1.12426 0.77885 1.57652 -0.1 -0.3 -0.4
C 1.87550 0.17769 0.46193 0.3 0.1 0.7
C 3.29966 0.66900 0.21929 0.3 0.0 0.1
O 3.87919 0.14286 -0.70261 -0.1 -0.3 -0.3
C 4.01442 1.73789 0.99273 0.1 0.2 0.0
C 3.66369 2.24985 2.24037 -0.2 0.1 0.2
C 4.41112 3.24650 2.85660 0.0 -0.2 -0.3
C 5.55225 3.74475 2.24248 -0.5 -0.3 0.2
C 5.92393 3.22010 1.01357 0.3 0.2 -0.1
C 5.16849 2.24465 0.38739 0.1 0.1 0.2
C -0.05390 1.55695 1.17020 -0.8 -0.3 -1.2
C -1.14731 0.49845 1.34708 -0.2 1.7 0.4
C -2.52121 1.09489 1.17146 -0.7 0.1 -0.2
S -3.76665 -0.19688 0.89290 0.1 -0.6 -0.2
C -5.36466 0.56731 1.20385 0.1 0.7 0.7
C -5.55301 1.07854 2.63146 -0.4 -0.1 -0.1
N -0.74204 -0.03692 2.67536 0.3 0.2 -0.1
C -1.25176 0.63360 3.81510 -0.6 -0.8 0.1
Cl -0.48221 2.09573 4.38216 0.1 0.0 -0.2
C -2.30689 0.17748 4.48822 0.1 0.3 0.3
C -2.89887 0.89882 5.65748 -0.2 0.4 -0.5
Cl -3.06226 -1.29465 4.05867 0.1 -0.3 0.1
H 4.00990 -2.96754 5.83669 -0.2 0.0 0.2
H 3.28147 -1.32101 5.89663 -0.2 -0.2 0.2
H 4.89869 -1.60383 5.24366 0.0 0.2 0.2
H 2.67524 -3.05627 3.82693 -0.3 0.1 0.0
H 4.22872 -2.48813 3.29659 0.0 -0.2 -0.2
H 3.23895 -0.77486 2.31752 -0.3 0.0 -0.2
H 3.17901 -0.10457 3.92260 0.0 0.2 0.0
H 1.90114 -0.89977 0.61921 0.3 -0.1 -0.1
H 1.35818 0.31736 -0.48349 -0.2 0.2 -0.1
H 2.79841 1.89000 2.76551 -0.2 -0.1 0.0
H 4.07478 3.62118 3.81114 0.1 0.1 0.1
H 6.11139 4.52448 2.73624 0.2 0.1 -0.1
H 6.82270 3.58283 0.53478 0.0 0.0 -0.1
H 5.49316 1.86262 -0.56710 -0.1 -0.1 -0.1
H -0.19667 2.47573 1.72731 0.0 -0.2 0.5
H -0.10882 1.86341 0.12500 0.9 -0.1 -0.1
H -1.00676 -0.23633 0.55378 0.1 -0.5 0.3
H -2.81018 1.78579 1.96057 0.1 -0.1 0.3
H -2.48602 1.68082 0.25333 0.2 0.2 -0.1
H -5.56636 1.39895 0.53099 0.1 -0.1 -0.3
H -6.10068 -0.20860 1.01355 0.1 -0.3 -0.2
H -5.26353 0.34490 3.37582 0.2 -0.1 0.0
H -6.61525 1.26539 2.78633 0.2 0.1 0.1
H -5.04648 2.02607 2.79858 0.2 0.0 0.1
H -3.83507 0.44176 5.95216 0.0 -0.2 0.2
H -3.13913 1.91098 5.33177 0.0 0.2 0.1
H -2.19501 0.98455 6.47943 0.1 -0.2 0.1
C -4.58940 -4.12163 6.44186 0.0 0.0 0.0
C -5.58673 -3.41518 7.35315 0.2 -0.1 0.0
C -6.98873 -3.31249 6.73828 0.3 0.1 0.1
C -6.95394 -2.54991 5.48952 -0.2 -0.2 0.3
N -6.92698 -1.94919 4.51585 0.0 0.3 -0.4
H -4.44450 -3.57531 5.50959 0.0 0.0 0.0
H -3.61690 -4.19863 6.92655 0.0 0.0 0.0
H -4.92710 -5.13128 6.19877 0.0 0.0 0.0
H -5.21693 -2.41457 7.58488 -0.1 0.0 0.0
H -5.65964 -3.95623 8.29822 -0.1 0.0 0.0
H -7.67208 -2.81446 7.42660 -0.1 0.0 0.0
H -7.38754 -4.30588 6.52777 0.0 0.0 0.0
C 5.61741 -0.01626 -3.45862 0.1 0.0 -0.1
C 6.54604 -0.04796 -4.66733 -0.3 -0.1 0.3
C 7.97959 0.36407 -4.32286 -0.2 0.0 -0.1
C 8.01701 1.73248 -3.80062 0.2 -0.4 -0.1
N 8.04636 2.80339 -3.39555 -0.1 0.4 0.1
H 5.52576 0.99080 -3.04864 0.0 0.0 0.0
H 4.61733 -0.34428 -3.74157 0.0 0.0 0.1
H 5.97545 -0.67562 -2.66638 -0.1 0.0 0.0
H 6.15081 0.61034 -5.44009 0.1 0.0 -0.1
H 6.55918 -1.05538 -5.08387 0.1 0.0 -0.1
H 8.61148 0.31339 -5.21058 0.0 0.0 0.0
H 8.40074 -0.30537 -3.57116 0.0 0.0 0.0
C 2.99284 2.14001 -6.30806 0.0 0.0 0.0
C 2.76183 0.63478 -6.38151 0.2 0.2 0.0
C 1.47092 0.26343 -7.11921 0.1 0.0 0.2
C 0.30152 0.82778 -6.44098 0.2 -0.2 -0.3
N -0.60225 1.27008 -5.89508 -0.3 0.2 0.2
H 2.20069 2.63987 -5.74922 0.0 0.0 0.0
H 3.93487 2.35575 -5.80162 0.0 0.0 0.0
H 3.03659 2.57995 -7.30705 0.0 0.0 0.0
H 2.73483 0.22954 -5.36827 0.0 -0.1 0.0
H 3.60736 0.16932 -6.89250 -0.1 -0.1 0.0
H 1.35517 -0.81974 -7.16019 0.0 0.0 0.0
H 1.49433 0.63778 -8.14366 0.0 0.0 0.0
C 8.49954 3.27691 -7.03582 0.0 0.0 -0.1
C 8.20680 3.17569 -8.52767 0.1 0.1 0.2
C 6.85708 2.51232 -8.82635 0.2 0.0 0.0
C 6.81159 1.14359 -8.30484 -0.1 0.4 -0.2
N 6.77606 0.07348 -7.89738 0.0 -0.3 0.1
H 8.56616 2.29021 -6.57734 0.0 0.0 0.0
H 9.45096 3.77934 -6.86520 0.0 0.0 0.0
H 7.72448 3.84168 -6.51549 0.0 0.0 0.0
H 9.00462 2.61279 -9.01579 -0.1 0.0 -0.1
H 8.20718 4.17532 -8.96489 -0.1 0.0 -0.1
H 6.68220 2.47453 -9.90184 -0.1 0.0 0.0
H 6.04385 3.08139 -8.37253 0.0 0.0 0.0
C -11.34749 -0.15886 2.92718 0.0 0.0 0.0
C -10.58767 -0.18213 1.60580 -0.2 0.0 0.1
C -9.10009 0.14833 1.76962 -0.1 0.0 0.0
C -8.91777 1.48974 2.32806 -0.1 -0.4 -0.2
N -8.79546 2.53988 2.76783 0.0 0.4 0.1
H -11.33028 0.83365 3.37934 0.1 0.0 0.0
H -12.39206 -0.42906 2.77116 0.0 0.0 0.0
H -10.91767 -0.86635 3.63873 0.0 0.0 0.0
H -11.04537 0.52707 0.91354 0.1 0.0 0.0
H -10.67631 -1.17175 1.15501 0.1 0.0 0.0
H -8.59319 0.10492 0.80489 0.1 0.0 0.0
H -8.61772 -0.57068 2.43634 0.1 0.0 0.0
C -2.45444 -2.49334 -2.44338 0.0 0.0 0.0
C -2.79536 -3.97301 -2.56790 0.2 0.2 0.0
C -4.17544 -4.20895 -3.19296 0.1 0.0 0.2
C -5.23267 -3.60181 -2.37911 0.2 -0.2 -0.3
N -6.05154 -3.12790 -1.73474 -0.3 0.2 0.2
H -3.15532 -1.98202 -1.78338 0.0 0.0 0.0
H -1.45651 -2.36684 -2.02124 0.0 0.0 0.0
H -2.47478 -1.99920 -3.41706 0.0 0.0 0.0
H -2.75783 -4.43635 -1.58049 0.0 -0.1 0.0
H -2.04219 -4.46992 -3.18237 -0.1 -0.1 0.0
H -4.37710 -5.27699 -3.27737 -0.1 0.0 0.0
H -4.21930 -3.77788 -4.19423 0.0 0.0 0.0
```
Forces are in eV/Å.

highest occupied orbital energy	-8.185	eV
Kohn-Sham gap	8.03	eV
lowest unoccupied orbital energy	-0.16	eV

Löwdin population analysis, charges in e, atoms 1 to 4:
1. C -0.089
2. C -0.208
3. C -0.110
4. N 0.142

=====

No. 2
Molecular formula: C13H44O9
Method: DFT, ωB97M-V/def2-TZVPD

Geometry as XYZ:
```
66
Properties=species:S:1:pos:R:3:forces:R:3
C -12.59077 13.59636 -21.09535 -0.4 0.1 0.3
C -11.93315 12.43804 -21.80666 -0.3 -0.2 1.0
O -11.88611 12.61515 -23.20442 0.3 -0.1 -0.1
H -12.62642 13.41731 -20.02074 0.1 -0.2 0.1
H -13.62722 13.66968 -21.42473 0.0 0.3 -0.1
H -12.06817 14.54433 -21.22320 0.0 0.0 -0.3
H -12.47053 11.52408 -21.55363 -0.2 -0.1 -0.1
H -10.95983 12.27087 -21.34536 0.5 0.2 -0.6
H -12.63404 12.14325 -23.57794 0.0 0.1 -0.1
C -6.49693 1.21126 -21.99438 -0.5 -0.3 0.6
C -6.59450 2.72071 -21.92200 -0.8 -0.8 0.8
O -6.01181 3.31575 -23.00600 1.0 1.2 -1.5
H -7.37818 0.86747 -21.45278 0.2 -0.5 0.3
H -5.58694 0.82392 -21.53613 0.0 -0.1 -0.1
H -6.61361 0.79377 -22.99448 0.2 0.4 -0.1
H -6.19858 3.10538 -20.98211 0.1 -0.1 0.2
H -7.65760 2.96082 -21.90576 -0.2 0.3 -0.1
H -5.23857 3.82563 -22.75355 0.0 0.0 0.0
C -1.06520 4.27561 -22.74741 -0.7 1.2 -0.5
C -1.24106 5.82604 -22.73204 0.7 -0.6 1.2
O -2.60052 6.24356 -22.76730 0.0 -0.5 -0.5
H -1.65403 3.78880 -21.96999 0.1 0.2 0.1
H -0.01613 4.00050 -22.63845 0.0 0.1 0.0
H -1.42176 3.90408 -23.70810 0.0 -0.1 0.0
H -0.61887 6.30143 -23.49031 -0.2 -0.1 -0.5
H -0.83473 6.21965 -21.80034 0.3 -0.2 0.3
H -2.59835 7.18764 -22.59322 -0.1 0.0 0.0
C -7.91717 10.96647 -10.29658 -0.8 0.0 -0.3
C -7.44595 10.73163 -11.72907 0.8 0.1 0.6
O -6.62503 11.79417 -12.19368 0.2 0.2 -0.2
H -8.73884 10.28136 -10.08781 -0.1 -0.1 0.1
H -8.32021 11.97634 -10.22025 0.0 0.1 0.1
H -7.17218 10.83645 -9.51161 0.2 0.0 -0.4
H -8.25706 10.60453 -12.44605 -0.3 -0.3 0.2
H -6.79657 9.85619 -11.73067 -0.2 -0.2 -0.3
H -7.20679 12.49851 -12.48874 0.1 0.1 0.0
C -7.26865 7.87680 -19.07651 -0.6 0.1 0.2
O -7.28189 8.04481 -17.66837 0.2 -0.2 0.4
H -6.27343 8.13161 -19.44080 -0.2 0.1 -0.2
H -7.51374 6.85535 -19.36748 0.2 -0.2 0.1
H -8.06560 8.49067 -19.49618 0.4 0.3 -0.5
H -8.09237 8.48996 -17.41032 0.0 -0.1 0.0
C -11.84006 9.01507 -15.26436 -0.1 0.1 1.2
O -11.49430 9.12421 -16.61535 0.1 0.1 -0.5
H -12.81634 8.55739 -15.10466 -0.1 -0.1 -0.1
H -11.10759 8.47058 -14.66844 0.2 -0.4 -0.2
H -11.87014 9.99455 -14.78706 -0.1 0.2 -0.4
H -11.78891 8.32421 -17.05671 0.1 0.0 -0.1
C -3.48775 11.06297 -16.11989 -0.4 -0.7 -1.0
O -3.04225 11.60467 -14.93177 0.3 1.1 1.0
H -4.36122 11.57675 -16.52138 -0.3 0.0 0.0
H -2.73087 11.15822 -16.89844 0.2 -0.2 0.2
H -3.72884 10.02242 -15.90257 -0.1 -0.3 -0.7
H -3.83992 11.74789 -14.41717 0.2 0.1 0.4
C -3.54925 5.17449 -17.17267 -1.0 -0.6 0.8
O -4.62452 5.30416 -16.21342 0.4 0.3 -0.5
H -2.68719 4.86796 -16.58020 0.2 0.4 -0.3
H -3.79635 4.35029 -17.84181 0.1 0.0 -0.3
H -3.42785 6.09128 -17.74959 0.4 0.0 0.1
H -5.23248 5.95149 -16.57806 -0.2 0.0 0.1
C -6.44367 13.49957 -20.48986 0.6 -0.4 0.6
O -5.02621 13.43416 -20.13629 -1.3 -0.2 -0.6
H -6.75140 12.56462 -20.95812 0.6 0.0 -0.3
H -7.08881 13.51712 -19.61145 0.2 0.4 0.3
H -6.69951 14.32599 -21.15293 0.2 0.1 0.0
H -4.77343 14.22484 -19.65409 -0.2 0.1 0.0
```
Forces are in eV/Å.

SMILES	CCO.CCO.CCO.CCO.CO.CO.CO.CO.CO
highest occupied orbital energy	-9.986	eV
Kohn-Sham gap	10.16	eV
lowest unoccupied orbital energy	0.17	eV
energy relative to the best compared isomer or geometry (same formula, charge and spin)	103.7	kcal/mol

Löwdin population analysis, charges in e, atoms 1 to 4:
1. C -0.098
2. C -0.348
3. O -0.064
4. H 0.071

=====

No. 3
Molecular formula: FH2NS2
Method: DFT, ωB97M-V/def2-TZVPD

Geometry as XYZ:
```
6
Properties=species:S:1:pos:R:3:forces:R:3
N 0.22538 -0.93653 0.38374 -0.9 0.3 -0.8
F 1.87729 1.09995 0.15169 -0.4 -1.2 -0.5
S -2.04212 0.13523 -0.30544 0.1 -0.5 0.5
S 1.41025 -0.42952 -0.40233 0.7 1.1 0.6
H -0.02065 -0.81249 1.34781 0.2 0.1 0.4
H -1.45015 0.94335 -1.17548 0.3 0.2 -0.2
```
Forces are in eV/Å.

highest occupied orbital energy (spin up / spin down)	-9.067 / -9.608	eV
Kohn-Sham gap (spin up / spin down)	7.34 / 8.23	eV
lowest unoccupied orbital energy (spin up / spin down)	-1.73 / -1.37	eV
energy relative to the best compared isomer or geometry (same formula, charge and spin)	34.4	kcal/mol

Löwdin population analysis, charges in e, atoms 1 to 4:
1. N -0.492
2. F -0.469
3. S 0.350
4. S 0.900

=====

No. 4
Molecular formula: C23H20CeClNO3P
Method: DFT, ωB97M-V/def2-TZVPD

Geometry as XYZ:
```
50
Properties=species:S:1:pos:R:3:forces:R:3
C -1.13816 -1.59499 1.50428 -0.5 0.3 -0.3
C -1.03391 -2.14443 0.19797 1.9 0.1 -0.3
C 0.39946 -2.25646 -0.08445 -1.7 0.1 -0.3
H -1.85007 -2.29771 -0.52435 0.5 -0.1 0.7
C 1.08579 -1.75094 1.06400 0.2 -0.5 -0.1
C 0.16363 -1.38541 2.07606 -0.3 -3.3 -2.9
H 0.40674 -1.09898 3.07461 0.4 -0.9 -0.6
H -2.06651 -1.10183 1.83571 0.5 -0.8 0.5
H 0.83205 -2.67606 -1.00639 -0.1 0.3 0.7
H 2.16828 -1.64603 1.14612 -0.3 -0.2 0.0
Ce -0.14290 0.36634 0.14862 0.9 0.4 4.3
Cl 2.20995 1.52635 0.11821 0.0 -0.1 -0.5
P 0.03132 0.33468 -2.71877 -0.1 -0.2 4.0
C 1.30254 -0.76742 -3.21477 -0.1 0.0 -1.1
C 0.94742 -1.48830 -4.36635 0.8 0.1 0.5
H -0.08628 -1.42577 -4.73577 0.7 -0.2 -0.1
C 1.95020 -2.21204 -4.98493 0.0 -0.4 -0.1
H 1.68295 -2.75387 -5.89177 0.4 0.0 0.2
C 3.24446 -2.21918 -4.44827 -0.2 0.0 -0.1
H 4.00889 -2.79342 -4.95623 0.0 0.0 0.0
C 3.56880 -1.50607 -3.28668 -0.1 -0.2 -0.1
H 4.58281 -1.51191 -2.88431 -0.3 -0.1 -0.2
C 2.59111 -0.77059 -2.63249 -0.8 0.1 -0.5
H 2.78852 -0.18525 -1.72429 0.0 -0.2 -0.5
C -1.63273 -0.16280 -3.07990 -0.1 0.1 -0.9
C -2.06100 -1.50279 -2.93901 0.0 0.6 -0.3
H -1.39585 -2.25900 -2.50388 -0.2 0.4 -0.4
C -3.33476 -1.83088 -3.38955 -0.1 0.2 0.0
H -3.67231 -2.86947 -3.32240 0.0 0.4 0.0
C -4.15958 -0.83826 -3.93861 0.1 0.2 0.0
H -5.14862 -1.09883 -4.30525 0.2 0.0 0.1
C -3.73634 0.49772 -4.02694 -0.2 -0.2 0.2
H -4.36818 1.27856 -4.45406 0.0 -0.4 0.1
C -2.47714 0.85323 -3.56976 0.2 -0.7 0.0
H -2.09514 1.87976 -3.61741 -0.3 -0.4 -0.2
C 0.35164 2.04177 -3.03812 -0.1 0.0 -1.0
C 0.88532 2.13589 -4.33160 -0.2 0.9 0.5
H 1.11563 1.20514 -4.87235 -0.1 0.7 0.1
C 1.07320 3.40325 -4.85519 0.3 0.0 -0.3
H 1.47180 3.45946 -5.87230 -0.1 0.4 0.4
C 0.75788 4.52861 -4.08299 0.0 -0.3 -0.2
H 0.91742 5.50546 -4.52074 0.0 0.1 0.1
C 0.24964 4.41585 -2.78065 -0.1 0.0 0.1
H 0.01274 5.30691 -2.19383 0.2 -0.2 -0.3
C 0.02885 3.15909 -2.22222 0.4 -0.9 -0.8
H -0.35745 3.03943 -1.19148 0.2 0.2 -0.8
O -1.15086 0.00203 4.10084 0.5 -0.5 -0.8
N -0.00048 0.25479 3.71342 -2.6 2.4 4.4
O 0.72362 1.00097 4.29163 1.5 0.4 0.2
O -0.09799 0.80393 2.04731 -0.8 2.1 -3.7
```
Forces are in eV/Å.

highest occupied orbital energy (spin up / spin down)	-7.281 / -7.659	eV
multiplicity	2
Kohn-Sham gap (spin up / spin down)	6.74 / 7.15	eV
lowest unoccupied orbital energy (spin up / spin down)	-0.54 / -0.51	eV
energy relative to the best compared isomer or geometry (same formula, charge and spin)	97.4	kcal/mol

Löwdin population analysis, charges in e, atoms 1 to 4:
1. C -0.169
2. C -0.182
3. C -0.177
4. H 0.091